Entry from OMol25: a structure of composition C30H34BrCoN3O7S2 in a non-equilibrium geometry (ωB97M-V/def2-TZVPD).

Cartesian coordinates (Å):
Co -0.522 -0.710 0.269
O -3.019 -2.416 4.880
C -1.658 -2.476 5.028
C -1.072 -2.885 6.220
C 0.307 -2.945 6.332
C 1.109 -2.596 5.257
C 0.522 -2.186 4.070
C -0.857 -2.117 3.946
C -1.477 -1.625 2.650
O -0.766 -0.578 2.098
N -1.469 -2.748 1.692
N -1.717 -2.235 0.370
C -0.788 -2.629 -0.475
C -0.978 -2.587 -1.920
Br -2.620 -1.857 -2.530
C -0.020 -3.005 -2.753
C -0.019 -3.061 -4.214
C -1.100 -3.541 -4.954
C -1.037 -3.575 -6.337
C 0.101 -3.135 -6.997
C 1.189 -2.676 -6.267
C 1.137 -2.655 -4.884
H -3.436 -2.624 5.721
H -1.700 -3.166 7.060
H 0.754 -3.260 7.266
H 2.187 -2.639 5.341
H 1.129 -1.885 3.226
H -2.515 -1.307 2.856
H -2.212 -3.405 1.904
H 0.002 -3.292 -0.119
H 0.917 -3.286 -2.278
H -1.979 -3.911 -4.447
H -1.877 -3.955 -6.904
H 0.139 -3.144 -8.079
H 2.083 -2.345 -6.778
H 1.972 -2.281 -4.306
C 0.708 5.563 -1.311
C 1.588 4.660 -0.489
C 1.043 3.762 0.423
C 1.849 2.896 1.145
C 3.219 2.933 0.943
C 3.789 3.837 0.060
C 2.971 4.701 -0.649
S 4.244 1.733 1.766
O 3.779 1.575 3.111
O 5.610 2.095 1.516
N 3.971 0.300 0.983
C 4.301 0.291 -0.451
C 3.420 -0.634 -1.311
C 1.904 -0.400 -1.292
O 1.275 -0.236 -2.327
O 1.347 -0.498 -0.119
H -0.345 5.345 -1.137
H 0.921 5.427 -2.372
H 0.891 6.611 -1.065
H -0.028 3.705 0.550
H 1.426 2.199 1.860
H 4.865 3.850 -0.053
H 3.407 5.404 -1.349
H 3.011 -0.002 1.146
H 5.334 -0.046 -0.545
H 4.254 1.305 -0.859
H 3.575 -1.669 -0.992
H 3.745 -0.537 -2.344
O -2.049 0.637 -0.249
S -3.499 0.567 0.155
C -3.688 1.779 1.518
C -3.970 3.128 0.875
C -4.947 2.835 -0.261
C -4.327 1.687 -1.045
H -2.774 1.740 2.110
H -4.531 1.440 2.123
H -3.044 3.544 0.470
H -4.369 3.842 1.595
H -5.111 3.704 -0.898
H -5.916 2.537 0.147
H -3.518 2.021 -1.694
H -5.041 1.107 -1.628

Values from the calculation:
Kohn-Sham gap (spin up / spin down) = 7.14 / 7.91 eV
LUMO energy (spin up / spin down) = -1.37 / -0.60 eV
HOMO energy (spin up / spin down) = -0.3127 / -0.3128 Ha
ΔE to the lowest compared entry with this formula, charge and spin = 41.9 kcal per mole
<S²> = 0.80
multiplicity = 2